(1)
Entry from OMol25: a structure of composition C26H38ClKNO2P at a distorted geometry (the ωB97M-V functional and the def2-TZVPD basis).

Each line ends with the Mulliken charge.
Positions of all 70 atoms, in Å:
K (0.270, 0.292, 0.265)  0.90
Cl (-1.845, 3.424, 6.270)  -0.23
C (-0.656, 2.824, 5.143)  0.49
C (-1.074, 2.107, 4.038)  -1.13
C (-0.121, 1.642, 3.138)  0.45
C (1.244, 1.865, 3.341)  0.45
C (1.626, 2.603, 4.459)  -0.23
C (0.687, 3.082, 5.363)  -0.70
C (2.331, 1.286, 2.427)  0.28
O (3.475, 1.716, 2.571)  -0.73
O (1.917, 0.392, 1.601)  -0.82
H (-2.130, 1.935, 3.878)  0.41
H (-0.466, 1.088, 2.280)  -0.15
H (2.686, 2.777, 4.605)  0.48
H (0.989, 3.648, 6.238)  0.41
N (-0.867, -1.997, 3.135)  -0.08
C (-0.984, -1.679, 2.022)  -0.24
H (-0.710, -2.233, 4.093)  0.29
C (-1.145, 4.755, -5.586)  -0.63
C (-2.173, 3.830, -4.942)  -0.93
C (-1.481, 2.581, -4.357)  -1.04
C (-0.051, 2.884, -3.831)  0.60
C (0.003, 4.337, -3.337)  -0.60
C (-0.203, 5.320, -4.507)  -0.96
P (0.415, 1.684, -2.510)  -0.52
C (2.173, 2.086, -2.017)  0.18
C (2.229, 2.964, -0.746)  0.00
C (3.687, 3.120, -0.292)  -0.85
C (4.536, 3.867, -1.346)  -0.88
C (3.859, 3.917, -2.719)  -0.89
C (3.170, 2.600, -3.100)  -0.84
C (0.647, 0.069, -3.394)  0.36
C (1.463, 0.072, -4.709)  -0.95
C (0.567, -0.086, -5.939)  -0.45
C (-0.180, -1.433, -5.921)  -0.86
C (-0.501, -1.893, -4.487)  -0.89
C (-0.690, -0.685, -3.567)  -0.49
H (-1.628, 5.566, -6.134)  0.42
H (-0.572, 4.183, -6.325)  0.28
H (-2.934, 3.523, -5.660)  0.44
H (-2.699, 4.375, -4.150)  0.35
H (-1.432, 1.811, -5.130)  0.10
H (-2.093, 2.168, -3.550)  0.43
H (0.663, 2.779, -4.655)  0.44
H (0.948, 4.555, -2.849)  -0.27
H (-0.771, 4.475, -2.576)  0.34
H (0.765, 5.567, -4.950)  0.30
H (-0.611, 6.255, -4.116)  0.48
H (2.529, 1.106, -1.681)  0.85
H (1.647, 2.493, 0.048)  -0.26
H (1.774, 3.945, -0.918)  0.36
H (4.087, 2.120, -0.110)  0.36
H (3.738, 3.617, 0.676)  0.45
H (5.515, 3.389, -1.437)  0.28
H (4.730, 4.888, -1.015)  0.36
H (4.588, 4.170, -3.493)  0.54
H (3.129, 4.729, -2.730)  0.17
H (3.941, 1.841, -3.260)  0.41
H (2.677, 2.729, -4.064)  0.32
H (1.224, -0.503, -2.659)  0.53
H (2.179, -0.757, -4.689)  0.60
H (2.062, 0.975, -4.796)  0.10
H (1.169, -0.004, -6.846)  0.55
H (-0.148, 0.744, -5.976)  -0.11
H (0.418, -2.194, -6.426)  0.30
H (-1.106, -1.343, -6.492)  0.35
H (0.316, -2.509, -4.097)  0.32
H (-1.390, -2.525, -4.483)  0.45
H (-1.069, -0.994, -2.591)  0.40
H (-1.458, -0.027, -3.992)  0.12

Calculated values
E_LUMO	0.00411	Eh
energy above the lowest of the compared OMol25 structures with the same formula, charge and spin	37.2	kcal per mole
calculated total energy	-71300.438	eV
HOMO level	-8.52	eV



(2)
Entry from OMol25: a cluster of 4 separate species, C26H38F9N2O14PS in total at a distorted geometry (the ωB97M-V functional and the def2-TZVPD basis).

Each line ends with the Mulliken charge.
Positions of all 91 atoms, in Å:
H (2.752, -0.516, -4.492)  0.36
N (2.495, -0.705, -5.474)  -0.71
C (1.452, -1.449, -5.461)  -0.39
C (0.712, -2.008, -4.164)  -0.11
C (-0.121, -0.924, -3.343)  1.94
C (-0.202, 0.367, -4.253)  -0.77
C (-1.081, 0.604, -5.272)  -1.01
C (0.883, -0.477, -2.193)  -0.77
O (2.073, -0.496, -2.086)  -0.54
O (0.041, -0.045, -1.134)  -0.52
C (-0.897, -1.164, -0.946)  0.99
C (-1.884, -0.552, 0.132)  -1.24
O (-1.361, -0.648, 1.499)  -0.31
C (-1.760, 0.551, 2.150)  0.71
C (-0.674, 1.527, 2.784)  -0.90
O (-2.922, 0.873, 2.243)  -0.49
P (0.204, -2.473, -0.113)  0.17
O (-0.654, -3.466, 0.969)  -0.58
O (0.945, -3.539, -1.202)  -0.58
S (1.665, -1.712, 0.944)  -0.15
C (-1.387, -1.370, -2.463)  2.55
C (-1.857, -2.898, -2.694)  -1.57
C (-2.770, -3.502, -1.536)  -0.11
N (-3.831, -4.348, -2.205)  -0.74
C (-2.770, -0.611, -2.776)  -1.24
O (-2.714, 0.798, -2.518)  -0.12
O (-3.474, 1.477, -3.454)  -0.44
H (1.055, -1.778, -6.477)  0.38
H (0.093, -2.890, -4.538)  0.32
H (1.533, -2.488, -3.536)  0.18
H (0.527, 1.206, -4.017)  0.28
H (-1.944, -0.079, -5.547)  0.21
H (-0.979, 1.534, -5.914)  0.32
H (-2.947, -0.918, 0.089)  -0.22
H (-1.929, 0.568, -0.084)  0.67
H (-1.003, 2.611, 2.721)  0.31
H (0.328, 1.426, 2.264)  0.24
H (-0.560, 1.234, 3.879)  0.30
H (-0.168, -4.318, 0.962)  0.35
H (1.839, -3.162, -1.342)  0.43
H (-1.002, -3.612, -2.862)  0.33
H (-2.448, -2.883, -3.670)  0.83
H (-3.338, -2.750, -0.924)  0.11
H (-2.155, -4.233, -0.938)  0.23
H (-4.701, -3.815, -2.301)  0.27
H (-3.497, -4.690, -3.108)  0.27
H (-3.644, -1.032, -2.203)  0.16
H (-2.965, -0.808, -3.882)  0.35
H (-2.984, 2.312, -3.627)  0.34
C (-9.551, 0.480, -1.458)  -1.11
C (-8.903, 1.722, -0.879)  -0.20
O (-7.572, 1.435, -0.422)  -0.30
C (-6.614, 1.430, -1.362)  0.04
O (-6.805, 1.641, -2.525)  -0.53
C (-5.249, 1.162, -0.729)  1.21
F (-5.285, 0.151, 0.164)  -0.32
F (-4.786, 2.239, -0.068)  -0.31
F (-4.311, 0.837, -1.636)  -0.18
H (-9.526, -0.338, -0.734)  0.30
H (-10.589, 0.679, -1.731)  0.38
H (-9.020, 0.136, -2.347)  0.31
H (-9.467, 2.058, -0.008)  0.32
H (-8.897, 2.545, -1.597)  0.31
C (5.622, -3.789, 6.055)  -1.10
C (5.799, -3.465, 4.585)  -0.25
O (4.874, -2.446, 4.173)  -0.23
C (5.231, -1.183, 4.447)  0.08
O (6.244, -0.868, 5.001)  -0.52
C (4.183, -0.208, 3.910)  1.12
F (2.925, -0.597, 4.189)  -0.23
F (4.255, -0.083, 2.571)  -0.24
F (4.318, 1.030, 4.418)  -0.27
H (4.585, -4.058, 6.266)  0.30
H (6.268, -4.619, 6.347)  0.37
H (5.862, -2.927, 6.680)  0.31
H (5.577, -4.349, 3.984)  0.31
H (6.826, -3.171, 4.358)  0.32
C (5.398, 3.361, 1.673)  -1.11
C (5.152, 3.769, 3.112)  0.00
O (6.117, 4.748, 3.534)  -0.35
C (5.862, 6.016, 3.180)  0.34
O (4.907, 6.366, 2.548)  -0.51
C (6.937, 6.949, 3.736)  0.90
F (8.181, 6.465, 3.556)  -0.24
F (6.789, 7.144, 5.062)  -0.25
F (6.913, 8.162, 3.163)  -0.24
H (6.427, 3.018, 1.542)  0.30
H (4.718, 2.560, 1.378)  0.29
H (5.255, 4.204, 0.994)  0.38
H (5.278, 2.906, 3.763)  0.18
H (4.134, 4.138, 3.258)  0.32

Calculated values
E_LUMO	0.01233	Eh
calculated total energy	-103798.312	eV
structure (SMILES)	[H]/N=C\C[C@]1(C=C)C(=O)O[C@](COC(C)=O)(P(O)(O)=S)[C@@]1(CCN)COO.CCOC(=O)C(F)(F)F.CCOC(=O)C(F)(F)F.CCOC(=O)C(F)(F)F
HOMO level	-8.67	eV



(3)
Entry from OMol25: a structure of composition C26H38N4O6PRhS at a distorted geometry (the ωB97M-V functional and the def2-TZVPD basis).

Each line ends with the Mulliken charge.
Positions of all 77 atoms, in Å:
Rh (-0.062, 1.421, 0.179)  -0.69
O (-4.206, -3.833, -1.171)  -0.49
C (-4.725, -2.692, -0.539)  -0.62
C (-3.649, -1.648, -0.472)  -0.09
C (-3.907, -0.394, 0.076)  -1.17
C (-2.892, 0.534, 0.151)  -0.47
N (-1.669, 0.268, -0.313)  0.85
C (-1.386, -0.950, -0.815)  0.31
C (-2.364, -1.919, -0.928)  -0.56
C (0.024, -1.131, -1.204)  1.05
C (0.556, -2.267, -1.774)  -0.75
C (1.908, -2.295, -2.109)  0.55
C (2.502, -3.563, -2.675)  -0.90
O (1.583, -4.245, -3.496)  -0.50
C (2.666, -1.153, -1.884)  -1.30
C (2.073, -0.047, -1.304)  -1.18
N (0.784, -0.040, -0.976)  0.92
H (-4.898, -4.495, -1.271)  0.33
H (-5.052, -2.907, 0.486)  0.35
H (-5.585, -2.276, -1.078)  0.39
H (-4.884, -0.143, 0.465)  0.51
H (-3.034, 1.504, 0.608)  0.54
H (-2.142, -2.892, -1.342)  0.71
H (-0.059, -3.135, -1.968)  0.59
H (2.730, -4.225, -1.834)  0.25
H (3.447, -3.349, -3.179)  0.45
H (1.724, -4.008, -4.418)  0.32
H (3.716, -1.118, -2.143)  0.52
H (2.626, 0.859, -1.103)  0.78
C (-2.715, 6.001, -3.147)  -1.44
C (-1.978, 4.818, -2.635)  0.77
C (-1.591, 3.740, -3.394)  -1.27
C (-0.908, 2.673, -2.798)  1.05
N (-0.613, 2.708, -1.495)  0.26
C (-1.012, 3.751, -0.739)  -0.10
S (-0.636, 3.630, 0.905)  -0.37
N (-1.679, 4.783, -1.313)  0.11
C (-0.494, 1.489, -3.595)  -1.01
H (-2.721, 6.009, -4.233)  0.38
H (-2.261, 6.926, -2.786)  0.42
H (-3.748, 5.972, -2.794)  0.35
H (-1.805, 3.724, -4.452)  0.45
H (-1.959, 5.552, -0.713)  0.34
H (-0.590, 1.681, -4.660)  0.55
H (-1.133, 0.640, -3.339)  0.13
H (0.535, 1.217, -3.364)  0.16
C (2.218, 2.683, 3.243)  -1.47
C (2.748, 1.609, 2.309)  1.33
C (3.668, 0.633, 3.026)  -1.58
C (3.433, 2.228, 1.108)  -1.54
O (1.615, 0.817, 1.732)  0.58
P (0.421, 0.108, 2.640)  0.59
O (0.680, 0.122, 4.076)  -0.79
O (-0.749, 0.931, 2.045)  -0.75
O (0.301, -1.304, 1.936)  0.76
C (0.444, -2.630, 2.591)  1.46
C (0.276, -3.604, 1.437)  -1.38
C (1.827, -2.752, 3.206)  -1.57
C (-0.664, -2.794, 3.616)  -1.73
H (3.065, 3.222, 3.669)  0.50
H (1.642, 2.254, 4.059)  0.34
H (1.607, 3.408, 2.704)  0.21
H (4.592, 1.141, 3.304)  0.53
H (3.920, -0.201, 2.370)  0.27
H (3.198, 0.251, 3.928)  0.31
H (4.213, 2.909, 1.450)  0.52
H (2.724, 2.813, 0.512)  0.21
H (3.903, 1.466, 0.486)  0.33
H (1.025, -3.414, 0.667)  0.24
H (-0.722, -3.520, 1.001)  0.21
H (0.406, -4.625, 1.794)  0.61
H (2.595, -2.529, 2.462)  0.28
H (1.977, -3.776, 3.550)  0.51
H (1.942, -2.083, 4.055)  0.33
H (-1.638, -2.635, 3.150)  0.33
H (-0.542, -2.095, 4.440)  0.41
H (-0.639, -3.808, 4.018)  0.46

Calculated values
E_LUMO	-0.24420	Eh
energy above the lowest of the compared OMol25 structures with the same formula, charge and spin	0.0	kcal per mole
calculated total energy	-68947.140	eV
charge	+2
HOMO level	-14.75	eV



(4)
Entry from OMol25: a structure of composition C26H38N4O6PRhS at a distorted geometry (the ωB97M-V functional and the def2-TZVPD basis).

Each line ends with the Mulliken charge.
Positions of all 77 atoms, in Å:
Rh (0.110, -0.223, -0.117)  0.29
O (-4.781, -2.412, 4.470)  -0.50
C (-4.769, -1.079, 4.049)  -0.57
C (-3.609, -0.830, 3.134)  0.30
C (-3.317, 0.448, 2.659)  -1.01
C (-2.232, 0.611, 1.816)  -0.30
N (-1.466, -0.406, 1.438)  0.15
C (-1.718, -1.648, 1.887)  0.38
C (-2.787, -1.883, 2.741)  -0.28
C (-0.797, -2.705, 1.438)  0.43
C (-0.785, -3.998, 1.953)  -0.44
C (0.161, -4.914, 1.505)  0.78
C (0.145, -6.319, 2.067)  -0.99
O (-1.104, -6.923, 1.873)  -0.48
C (1.073, -4.514, 0.535)  -0.91
C (1.000, -3.215, 0.060)  -0.24
N (0.092, -2.359, 0.494)  0.14
H (-5.543, -2.570, 5.041)  0.32
H (-4.697, -0.388, 4.905)  0.37
H (-5.694, -0.823, 3.506)  0.36
H (-3.911, 1.301, 2.946)  0.48
H (-1.961, 1.590, 1.439)  0.51
H (-3.006, -2.867, 3.120)  0.60
H (-1.496, -4.312, 2.702)  0.49
H (0.283, -6.258, 3.154)  0.32
H (0.967, -6.906, 1.644)  0.40
H (-1.178, -7.272, 0.977)  0.33
H (1.820, -5.194, 0.155)  0.44
H (1.695, -2.841, -0.685)  0.15
C (1.619, 0.317, -5.910)  -1.41
C (0.758, 0.983, -4.906)  0.83
C (0.556, 2.345, -4.827)  -0.85
C (-0.308, 2.854, -3.838)  0.79
N (-0.882, 2.032, -2.964)  -0.37
C (-0.662, 0.750, -3.038)  0.11
S (-1.408, -0.301, -1.899)  -0.35
N (0.096, 0.200, -4.026)  0.09
C (-0.649, 4.283, -3.736)  -1.27
H (2.363, 1.001, -6.308)  0.41
H (1.004, -0.024, -6.744)  0.38
H (2.114, -0.553, -5.484)  0.29
H (1.048, 3.010, -5.516)  0.48
H (0.221, -0.808, -4.050)  0.38
H (0.004, 4.904, -4.340)  0.40
H (-0.629, 4.601, -2.695)  0.35
H (-1.681, 4.411, -4.071)  0.33
C (5.842, 2.472, -0.039)  -1.56
C (4.450, 2.299, 0.574)  1.68
C (4.477, 1.202, 1.626)  -1.60
C (3.962, 3.613, 1.188)  -1.67
O (3.530, 1.989, -0.504)  -0.31
P (2.730, 0.643, -0.644)  0.99
O (1.980, 0.303, 0.657)  -1.17
O (1.713, 0.732, -1.755)  0.06
O (3.765, -0.549, -0.853)  -0.17
C (4.390, -0.886, -2.108)  1.73
C (3.492, -1.894, -2.827)  -1.35
C (4.611, 0.351, -2.971)  -1.29
C (5.722, -1.544, -1.748)  -1.65
H (6.530, 2.842, 0.716)  0.47
H (5.812, 3.179, -0.862)  0.37
H (6.218, 1.517, -0.399)  0.21
H (5.178, 1.456, 2.417)  0.51
H (4.768, 0.252, 1.180)  0.33
H (3.481, 1.091, 2.054)  0.33
H (4.645, 3.943, 1.965)  0.41
H (2.978, 3.461, 1.625)  0.36
H (3.890, 4.383, 0.426)  0.37
H (2.487, -1.488, -2.916)  -0.03
H (3.459, -2.822, -2.262)  0.27
H (3.893, -2.104, -3.813)  0.56
H (3.666, 0.854, -3.168)  0.15
H (5.072, 0.067, -3.913)  0.55
H (5.271, 1.050, -2.464)  0.22
H (5.562, -2.377, -1.068)  0.37
H (6.383, -0.832, -1.263)  0.32
H (6.202, -1.913, -2.650)  0.43

Calculated values
E_LUMO (alpha / beta)	-0.28357 / -0.29077	Eh
energy above the lowest of the compared OMol25 structures with the same formula, charge and spin	18.5	kcal per mole
calculated total energy	-68946.339	eV
charge	+2
HOMO level (alpha / beta)	-14.60 / -14.57	eV